[1]
This record from the OMol25 dataset describes a cluster of 12 separate species, C26H82N6O12 in total at a distorted geometry. The level of theory is wB97M-V/def2-TZVPD.

Properties
structure (SMILES): COC[C@H](C)N.COC[C@H](C)N.COC[C@H](C)N.COC[C@H](C)N.COC[C@H](C)N.COC[C@H](C)N.CCO.O.O.O.O.O
energy above the lowest of the compared OMol25 structures with the same formula, charge and spin: 2.398 eV
net charge: 0
HOMO energy: -0.318 Ha
Kohn-Sham gap: 8.63 eV

```
126
Properties=species:S:1:pos:R:3:forces:R:3
C 0.0676 -0.4674 -1.0837 -0.585 -0.690 0.673
C -0.0139 0.3295 0.2238 0.891 0.059 -1.295
O -0.4989 -0.4581 1.2975 0.230 0.181 -0.307
H 0.6484 -1.3732 -0.9094 0.061 -0.075 -0.113
H 0.5053 0.0687 -1.9258 0.049 0.311 0.314
H -0.9359 -0.7856 -1.3663 -0.045 -0.126 -0.191
H -0.6525 1.1910 0.0286 -0.009 0.314 0.356
H 1.0155 0.6348 0.4112 -0.056 0.456 0.375
H -0.1948 -0.0568 2.1148 0.210 -0.094 0.205
C 3.0415 -2.3442 -6.0735 -0.236 0.009 1.131
C 2.1971 -1.0758 -5.7752 -0.105 -1.515 -0.831
C 1.4793 -1.0254 -4.4059 0.886 0.454 0.236
O 0.6563 -2.1130 -4.1468 -0.577 -0.651 -0.360
C -0.6844 -2.1270 -4.6421 0.338 0.555 0.247
N 3.0839 0.0606 -5.9224 -0.601 0.647 0.518
H 2.5377 -3.3065 -5.9826 -0.382 0.206 0.313
H 3.8364 -2.3109 -5.3285 0.289 -0.290 -0.097
H 3.4874 -2.3921 -7.0670 -0.051 0.626 -0.073
H 1.4258 -1.0286 -6.5440 -0.429 -0.085 -0.129
H 0.9456 -0.0973 -4.2014 -0.506 0.434 -0.864
H 2.1826 -0.9489 -3.5767 0.616 -0.628 -0.104
H -1.1227 -3.0233 -4.2034 -0.149 -0.012 -0.460
H -0.7286 -2.0810 -5.7303 0.033 -0.384 -0.055
H -1.2456 -1.2718 -4.2656 -0.017 0.189 0.161
H 3.5543 0.0183 -6.8151 0.132 -0.110 -0.118
H 2.4048 0.8026 -6.0137 0.431 0.933 -0.007
C -7.0617 -3.5519 2.5870 -1.185 0.086 0.184
C -5.7400 -3.1717 2.0364 1.750 -0.967 -0.201
C -4.7264 -2.8948 3.1610 -0.775 1.125 -0.076
O -3.4936 -2.3573 2.6927 -0.027 0.088 1.576
C -2.6599 -1.9075 3.8047 -0.675 -0.454 -0.934
N -5.2824 -4.3242 1.2425 0.470 -0.012 -0.183
H -7.6797 -3.7732 1.7169 -0.358 -0.080 0.161
H -7.5548 -2.7629 3.1548 0.058 0.112 -0.011
H -7.0297 -4.4473 3.2077 0.214 -0.027 -0.041
H -5.8185 -2.3352 1.3421 -0.047 0.658 0.465
H -4.5906 -3.7159 3.8649 0.203 -0.591 -0.435
H -5.1982 -2.1277 3.7750 -0.124 0.403 0.197
H -2.2709 -2.7828 4.3248 0.050 0.093 0.145
H -3.2671 -1.2841 4.4611 -0.015 -0.016 0.156
H -1.8361 -1.3102 3.4139 -0.089 -0.235 -0.199
H -5.9437 -4.5002 0.4998 -0.454 -0.159 0.016
H -4.4749 -4.0289 0.7125 0.595 -0.064 0.056
C 2.1485 6.1743 1.0174 -0.273 0.465 -1.057
C 1.9691 5.1000 2.0642 -0.269 -0.653 -0.858
C 2.6770 3.7131 1.8341 -0.764 0.829 -0.717
O 4.0517 3.8735 1.5221 -0.504 0.936 0.985
C 4.7341 2.6657 1.6746 0.270 -0.198 -0.646
N 2.3773 5.6826 3.2819 1.296 0.509 1.689
H 1.8074 5.8915 0.0215 0.269 -0.392 -0.118
H 3.1559 6.5847 0.9477 0.236 -0.417 0.007
H 1.5322 7.0452 1.2406 -0.136 -0.085 0.452
H 0.8938 5.0152 2.2212 -0.255 -0.940 -0.578
H 2.2131 3.1219 1.0446 -0.276 0.062 -0.403
H 2.5353 3.1214 2.7385 0.172 -0.015 0.388
H 4.4871 2.0613 0.8018 0.032 -0.618 0.072
H 4.4622 2.1539 2.5978 -0.020 -0.128 0.092
H 5.8105 2.8362 1.6589 -0.063 0.195 0.060
H 3.3730 5.8186 3.1809 0.450 0.449 0.252
H 2.3246 4.9871 4.0124 -0.234 -0.068 0.384
C 2.4905 -5.7638 2.1504 -0.330 -0.295 0.430
C 1.6540 -5.1116 1.0494 1.039 -0.309 2.040
C 0.8716 -3.9184 1.7498 1.334 0.144 -2.255
O 0.1722 -4.1788 2.9369 0.461 -0.300 -0.521
C -0.8824 -5.0657 2.7233 -1.512 -0.189 -0.345
N 2.5727 -4.7043 -0.0258 -1.047 1.223 1.059
H 3.0730 -5.0799 2.7677 0.133 0.439 -0.440
H 3.1759 -6.5098 1.7479 -0.100 -0.199 0.064
H 1.8092 -6.1991 2.8814 0.047 -0.485 -0.061
H 0.9392 -5.8651 0.7187 -0.300 0.020 -0.206
H 0.2746 -3.5197 0.9295 -0.932 0.178 0.252
H 1.5906 -3.1213 1.9388 0.153 -0.198 0.372
H -1.5762 -4.7309 1.9522 -0.002 0.611 -0.284
H -1.5000 -5.1169 3.6200 0.355 -0.228 0.230
H -0.6317 -6.0612 2.3570 0.596 -0.235 0.500
H 2.0162 -4.1550 -0.6651 0.350 -0.152 -0.735
H 3.0570 -5.4806 -0.4533 -0.323 -0.004 -0.065
C 4.3756 4.2312 -1.8160 -1.736 1.444 0.236
C 4.0221 2.8648 -2.3427 1.875 -0.428 0.053
C 2.5756 2.7061 -2.8642 0.942 1.402 1.551
O 1.7514 3.0190 -1.7630 -1.645 -0.243 0.224
C 0.3865 3.1972 -2.1644 0.276 -0.555 0.513
N 5.0442 2.6531 -3.3748 -0.608 -0.421 -0.686
H 5.4391 4.3674 -1.6201 -0.216 -0.279 0.030
H 3.7563 4.5362 -0.9724 0.334 -0.394 0.481
H 4.0433 4.9876 -2.5271 0.386 0.175 -0.624
H 4.3859 2.2145 -1.5472 -1.038 -0.688 0.177
H 2.2951 1.7591 -3.3252 0.306 -0.166 -0.079
H 2.4557 3.5594 -3.5316 -0.005 -0.179 -0.907
H -0.0405 2.2831 -2.5770 0.226 -0.276 -0.482
H 0.2669 4.0041 -2.8873 0.074 0.158 0.001
H -0.2481 3.3516 -1.2917 0.373 0.489 0.220
H 4.6603 3.1072 -4.1912 0.382 0.239 -0.589
H 5.0769 1.6750 -3.6246 0.032 -0.310 -0.135
C -3.5137 0.7792 1.3796 1.766 1.176 0.924
C -3.9737 2.2604 1.2677 2.526 -1.554 -0.085
C -2.8121 3.2642 0.8847 -1.427 0.020 1.655
O -3.2774 4.6162 1.2266 -0.052 -1.125 -0.764
C -2.3929 5.5524 0.6451 0.495 -0.358 0.001
N -4.8526 2.3092 0.1532 -1.261 0.892 0.081
H -2.8793 0.6830 2.2607 -0.133 -0.001 0.586
H -2.7499 0.5622 0.6329 -0.678 -0.264 -0.566
H -4.2732 0.0042 1.4817 -0.168 0.330 -0.477
H -4.4669 2.5255 2.2029 0.244 0.468 0.239
H -2.6213 3.1796 -0.1851 -0.163 0.031 -0.156
H -1.8840 3.0399 1.4104 0.191 0.098 0.277
H -2.7309 6.5874 0.5946 -0.574 -0.221 0.524
H -2.2006 5.2630 -0.3881 0.303 -0.006 -0.166
H -1.4818 5.5020 1.2412 0.463 0.317 -0.281
H -5.1156 3.2756 0.2836 -0.923 0.600 -1.112
H -5.6522 1.7958 0.4954 -0.628 -0.265 -0.618
O 0.7406 0.8638 3.7573 -0.091 0.197 -0.361
H -0.1504 1.0953 4.0197 -0.302 0.176 0.127
H 1.2060 0.7278 4.5826 0.145 -0.109 0.381
O 0.6041 -3.8208 -2.1661 -0.144 -0.597 0.817
H 0.9480 -4.5954 -2.6109 0.065 -0.235 -0.073
H 0.4305 -3.1967 -2.8708 0.341 0.518 -0.261
O -2.2437 -2.3309 0.5127 0.036 -0.372 -1.733
H -2.7869 -2.3368 1.3007 -0.326 -0.079 0.439
H -1.5661 -1.6794 0.6932 0.329 0.126 0.257
O -3.7903 -0.7019 -1.6128 -0.334 0.071 -0.497
H -3.2766 -1.2167 -0.9904 0.344 -0.572 0.600
H -3.2122 0.0189 -1.8629 -0.022 0.277 -0.025
O 2.6475 -1.2521 3.6069 0.220 -0.001 0.311
H 2.8573 -1.6603 2.7669 0.120 -0.192 -0.184
H 2.2013 -0.4381 3.3734 -0.185 0.056 -0.284
```
Positions in Å, forces in eV/Å.

[2]
This record from the OMol25 dataset describes a structure of composition C5H5NO at a distorted geometry. The level of theory is wB97M-V/def2-TZVPD.

Properties
energy above the lowest of the compared OMol25 structures with the same formula, charge and spin: 4.783 eV
net charge: 0
HOMO energy: -0.352 Ha
Kohn-Sham gap: 10.65 eV

```
12
Properties=species:S:1:pos:R:3:forces:R:3
O 0.5081 0.6963 1.5376 -2.556 0.091 -1.306
C 1.1149 0.1459 0.4101 0.328 -0.289 -0.966
C 0.3671 -1.1042 -0.0864 0.214 -0.643 0.008
C -1.0437 -0.6390 -0.0845 0.055 -0.164 0.557
C -0.8143 0.7626 0.4266 1.297 0.206 1.741
C 0.2431 0.8417 -0.6654 0.508 0.269 -0.169
N -0.1827 -0.4775 -1.2996 -0.375 0.150 -0.232
H 2.2059 0.0672 0.3684 -0.190 0.282 0.318
H 0.6180 -2.1552 -0.0429 0.093 0.041 -0.052
H -1.8995 -1.3118 -0.0437 0.244 0.354 0.066
H -1.5903 1.4574 0.7537 0.381 -0.123 -0.126
H 0.4734 1.7164 -1.2738 0.002 -0.174 0.161
```
Positions in Å, forces in eV/Å.